The following is a quantum chemistry calculation of C49H56KN6O8P2S as an isolated structure in a non-equilibrium geometry, from the Open Molecules 2025 dataset.

Geometry as XYZ:
```
123
Properties=species:S:1:pos:R:3:forces:R:3
K -0.59062 0.98160 0.22733 0.3 -1.0 -0.6
C 5.40941 4.34173 -12.44023 0.0 0.1 -0.1
O 5.82153 3.20642 -11.71214 0.0 -0.1 0.1
C 5.12270 2.90226 -10.58211 0.1 -0.1 -0.1
C 5.53950 1.75985 -9.90054 -0.1 0.1 0.0
C 4.89423 1.37774 -8.74315 0.0 0.1 0.0
C 3.82661 2.12166 -8.23704 0.0 0.0 0.0
C 3.42012 3.25343 -8.93065 0.1 0.0 0.0
C 4.05766 3.64829 -10.09677 0.0 0.0 0.0
C 3.12067 1.75302 -7.00704 0.1 0.0 -0.1
N 2.00142 2.29811 -6.59960 0.0 -0.1 0.1
C 1.71282 1.67409 -5.40675 0.1 -0.1 0.0
C 2.67299 0.74275 -5.10221 0.0 0.0 0.0
N 3.57838 0.79445 -6.14076 -0.3 0.2 0.1
C 2.64225 -0.07825 -3.93238 0.0 0.0 0.0
C 3.58904 -1.06625 -3.63793 -0.1 0.0 0.1
C 3.42828 -1.80728 -2.49419 0.0 0.0 -0.1
C 2.32205 -1.54614 -1.67799 0.0 -0.1 0.2
N 1.42234 -0.62044 -1.93280 -0.1 0.1 -0.1
C 1.57044 0.12347 -3.03789 0.0 0.1 -0.2
C 0.56491 1.16108 -3.32458 0.2 -0.1 0.0
N -0.37934 1.36812 -2.40167 -0.1 0.2 -0.1
C -1.27958 2.30204 -2.61584 -0.1 0.1 -0.2
C -1.33717 3.06694 -3.78813 0.0 -0.1 0.0
C -0.37616 2.86645 -4.74709 -0.1 0.0 0.1
C 0.61512 1.90893 -4.51299 0.0 0.0 0.0
H 6.07046 4.40171 -13.30185 0.0 0.0 0.0
H 5.51047 5.25402 -11.84444 0.0 0.0 0.0
H 4.37432 4.24091 -12.77987 0.0 0.0 0.0
H 6.36479 1.18583 -10.29705 0.0 0.0 0.0
H 5.22600 0.47650 -8.24470 0.0 0.0 0.0
H 2.59344 3.83134 -8.54503 0.0 0.0 0.1
H 3.71654 4.53692 -10.60800 0.0 0.0 0.0
H 4.43627 0.28313 -6.21806 0.1 0.0 0.0
H 4.42944 -1.24336 -4.29929 0.0 0.0 0.0
H 4.12787 -2.58418 -2.21720 0.0 0.0 0.0
H 2.16389 -2.12374 -0.77473 0.0 0.0 0.0
H -2.00836 2.45825 -1.82671 -0.1 0.0 0.0
H -2.12031 3.80267 -3.90696 0.0 0.0 0.0
H -0.35166 3.44084 -5.66359 0.0 0.0 0.0
N 1.97851 -0.33437 1.40816 0.0 0.2 -0.2
C 1.40286 -0.66007 2.70785 0.0 0.1 0.2
C 1.31133 -2.17191 2.90212 0.0 0.0 0.0
C 0.14405 -2.82753 2.17055 -0.1 -0.1 0.1
N 0.35519 -2.87707 0.72271 0.0 0.0 -0.1
H 2.98091 -0.48343 1.41036 0.0 -0.1 0.0
H 1.86283 0.64910 1.18161 0.1 0.1 0.1
H 0.39421 -0.23600 2.74339 0.0 0.0 0.0
H 1.95047 -0.20161 3.54736 0.0 -0.1 -0.1
H 1.22391 -2.38526 3.97222 -0.1 0.0 0.0
H 2.24839 -2.63185 2.56760 0.0 0.0 0.0
H -0.77777 -2.29549 2.43519 0.0 0.0 0.0
H 0.03256 -3.86115 2.51889 0.1 0.1 0.0
H 0.37592 -1.92847 0.35606 0.0 -0.1 0.0
H -0.44220 -3.32689 0.28297 0.0 0.0 0.0
O -3.89076 0.56439 2.43989 -0.1 -0.1 0.0
S -3.29861 0.16799 1.18329 -0.6 -0.4 -0.1
O -3.10640 1.26756 0.23311 -0.2 0.0 0.1
O -2.11922 -0.69073 1.31707 -0.3 0.0 0.2
C -4.50150 -0.88515 0.35041 -0.1 0.1 0.2
C -5.72155 -1.08313 0.97878 -0.2 0.0 0.0
C -6.71770 -1.83333 0.36798 0.0 0.1 0.2
C -6.49922 -2.37860 -0.88454 0.1 0.0 -0.1
C -5.27674 -2.17879 -1.50782 -0.1 -0.1 -0.1
C -4.25844 -1.44929 -0.90182 0.1 0.0 -0.1
P -2.66368 -1.18301 -1.77927 0.2 0.3 0.3
C -3.33632 -0.55521 -3.35726 0.1 -0.1 -0.1
C -2.93367 -0.99198 -4.61322 0.0 0.0 -0.1
C -3.38103 -0.35114 -5.76130 0.0 0.0 0.0
C -4.23679 0.73319 -5.66860 0.0 0.0 0.0
C -4.64234 1.17592 -4.41585 0.0 0.0 0.0
C -4.19097 0.54365 -3.27152 -0.1 0.1 0.0
C -2.08904 -2.87206 -2.15460 -0.1 -0.1 0.1
C -2.62217 -4.02221 -1.57522 0.0 0.0 0.0
C -2.01302 -5.25568 -1.75988 0.0 0.0 0.0
C -0.86254 -5.36160 -2.52385 0.0 -0.1 0.0
C -0.31216 -4.22061 -3.08937 0.0 0.0 0.0
C -0.91106 -2.98851 -2.89265 0.1 0.0 -0.1
H -5.87418 -0.62867 1.94710 0.0 0.0 0.0
H -7.66662 -1.97991 0.86844 0.0 0.0 0.0
H -7.27177 -2.95136 -1.38100 0.0 0.0 0.0
H -5.10728 -2.59691 -2.49408 0.0 0.0 0.0
H -2.27470 -1.84446 -4.71074 0.0 0.0 0.0
H -3.05172 -0.70927 -6.72847 0.0 0.0 0.0
H -4.58483 1.23535 -6.56192 0.0 0.0 0.0
H -5.30714 2.02573 -4.32370 0.0 0.0 0.0
H -4.49736 0.91531 -2.29998 0.0 0.0 0.0
H -3.50837 -3.95831 -0.96071 0.0 0.0 0.0
H -2.44223 -6.13359 -1.29379 0.0 0.0 0.0
H -0.38419 -6.32298 -2.65975 0.0 0.0 0.0
H 0.60542 -4.27643 -3.66108 0.0 0.0 0.0
H -0.42706 -2.10246 -3.28710 0.0 0.0 0.0
C 4.19134 4.53680 3.01749 0.0 0.0 0.0
C 2.80299 4.08830 2.57452 0.1 -0.1 -0.2
C 1.83096 5.26034 2.63560 0.0 0.0 0.1
C 2.32219 2.93006 3.43630 0.0 0.0 0.2
O 2.99852 3.61379 1.22377 0.0 0.2 0.0
P 1.82324 3.31088 0.13963 0.0 -0.2 0.0
O 2.43886 2.46852 -0.92116 0.0 0.1 0.1
O 0.61060 2.81753 0.86867 0.8 1.2 0.4
O 1.42155 4.77799 -0.43171 0.2 0.0 0.0
C 2.13308 5.47931 -1.47916 -0.2 -0.1 0.1
C 1.62932 6.91445 -1.36413 0.1 0.0 0.0
C 1.73959 4.88401 -2.82541 0.0 0.1 0.0
C 3.64318 5.43816 -1.28520 0.0 0.1 -0.1
H 4.17041 4.89859 4.04669 0.0 0.0 0.0
H 4.55246 5.33950 2.37448 0.0 0.0 0.0
H 4.89273 3.70506 2.95328 0.0 0.0 0.0
H 1.74522 5.60886 3.66823 0.0 0.0 0.0
H 0.84595 4.96988 2.28301 -0.1 -0.1 -0.1
H 2.19122 6.08454 2.02028 0.0 0.0 0.0
H 2.25902 3.23249 4.48478 0.0 0.0 0.0
H 3.02337 2.09745 3.36038 0.0 0.0 0.0
H 1.34137 2.59556 3.10964 0.0 0.0 -0.1
H 0.54357 6.93828 -1.44692 -0.1 0.0 0.0
H 2.05022 7.53960 -2.15359 0.0 0.0 0.0
H 1.91183 7.33552 -0.39943 0.0 0.0 0.1
H 0.66365 4.97730 -2.97549 0.0 0.0 0.0
H 2.00723 3.83166 -2.85867 0.1 -0.1 0.0
H 2.24918 5.41384 -3.63453 0.0 0.0 0.0
H 3.92697 5.86589 -0.32500 0.0 0.0 0.1
H 4.10810 6.02699 -2.08201 0.0 0.0 0.1
H 4.02159 4.42045 -1.33960 0.0 -0.1 0.0
```
Positions in Å, forces in eV/Å.

## Properties
total energy: -122791.0894 eV
charge: -1
gap between HOMO and LUMO: 0.2739 Ha

The following is a quantum chemistry calculation of a 2-piece molecular cluster, C13H27FN4O7P3 overall in a non-equilibrium geometry, from the Open Molecules 2025 dataset.

Geometry as XYZ:
```
55
Properties=species:S:1:pos:R:3:forces:R:3
C 0.12600 1.42636 -1.44249 0.5 -0.4 0.0
C 1.51062 1.87317 -0.78591 -1.1 0.0 0.1
C 1.53687 1.50049 0.76650 -0.6 0.6 -1.2
F 2.84187 1.36466 1.27674 -1.0 -0.3 -0.3
C 0.59594 0.30068 1.09489 -0.4 2.4 1.5
C -0.59474 0.60868 1.84322 2.8 -2.6 -2.6
O -1.07974 1.77422 2.32897 0.6 -2.0 0.0
C -0.36568 2.13209 3.55332 0.5 2.0 0.9
C -0.26129 3.71222 3.63972 0.5 -0.3 1.1
C 0.83145 4.01009 4.75735 -0.8 0.0 -0.3
O 0.14414 4.30165 2.40165 -0.6 -0.4 0.4
N -1.21231 -0.67148 1.91930 -0.2 1.5 0.1
P -2.77840 -0.68612 2.75253 -1.6 -1.9 1.9
N -3.11133 -2.00458 3.54883 1.2 0.6 -1.4
C -0.49829 -1.65658 1.30449 0.7 1.3 0.0
P -1.00382 -3.46647 1.15236 0.4 -2.2 -2.2
N -0.32359 -4.22689 -0.04690 -0.6 0.5 0.8
N 0.66682 -1.06352 0.76969 -2.0 0.9 2.4
P 1.96581 -1.79212 -0.17251 2.2 -2.9 -4.6
O 1.49879 -2.00045 -1.55376 -0.2 0.8 1.6
O 3.31492 -0.86830 -0.25769 -2.0 -1.0 2.0
O 2.43918 -3.27045 0.41528 -1.0 3.1 1.2
H -0.74709 1.69067 -0.78972 0.7 -0.2 -0.5
H -0.03840 1.91129 -2.43559 0.3 -0.3 0.8
H 0.13369 0.31364 -1.62738 -0.1 1.1 0.2
H 2.36037 1.40870 -1.34328 -0.6 0.5 0.6
H 1.51114 2.99489 -0.86470 0.6 -1.1 0.2
H 1.08138 2.39545 1.28066 0.4 -1.1 -0.3
H 0.68432 1.74699 3.52914 -1.0 0.0 -0.1
H -0.89165 1.80261 4.49278 0.4 -0.1 -1.1
H -1.22777 4.15334 4.01000 0.8 -0.5 -0.6
H 1.68058 3.27767 4.73165 -0.6 0.8 -0.1
H 1.18146 5.05625 4.57719 -0.1 -1.0 0.3
H 0.33949 3.93510 5.76525 0.6 0.2 -0.9
H -0.63450 4.69121 1.96693 0.5 -0.3 0.2
H -2.73422 0.38470 3.70485 0.3 0.0 -1.1
H -3.75021 -0.33435 1.76266 0.8 0.3 0.2
H -2.34521 -2.67065 3.42076 -0.6 -0.2 0.5
H -2.41895 -3.49659 0.96040 0.4 0.7 1.0
H -0.59215 -4.11012 2.36090 -0.5 1.1 0.1
H -1.05307 -4.59107 -0.66719 0.5 0.3 -0.1
H 3.83938 -0.89636 0.57133 -0.1 0.3 -0.5
H 2.44665 -3.27774 1.39330 0.3 -0.4 -0.4
O 0.24070 1.03203 -5.86262 -0.4 -0.1 0.3
C -0.14154 -0.07673 -5.62040 0.6 0.4 -0.1
O -1.24736 -0.34734 -4.87542 0.1 0.2 -0.1
C -1.36179 -1.76482 -4.68330 -0.2 -0.3 0.2
C -0.56746 -2.38745 -5.81292 0.1 -0.4 -0.2
C 0.53144 -1.36226 -6.03838 -0.4 -0.4 -0.2
H -0.95323 -2.01539 -3.69965 0.1 0.0 0.0
H -2.41235 -2.05418 -4.71331 0.0 0.2 0.1
H -0.19684 -3.38558 -5.57989 -0.1 0.1 0.1
H -1.19074 -2.46082 -6.70776 0.0 0.0 0.1
H 1.39241 -1.53873 -5.39046 0.0 0.1 -0.1
H 0.83832 -1.32168 -7.08140 0.2 0.2 0.2
```
Positions in Å, forces in eV/Å.

## Properties
ΔE to the lowest compared entry with this formula, charge and spin: 0.0 kJ/mol
total energy: -64786.8748 eV
charge: +1
gap between HOMO and LUMO: 0.2628 Ha

The following is a quantum chemistry calculation of C10H15AlBBrIO2 as an isolated structure, from the Open Molecules 2025 dataset.

Geometry as XYZ:
```
31
Properties=species:S:1:pos:R:3:forces:R:3
C 5.54370 0.04262 0.20171 -0.2 -0.1 -0.3
C 4.02901 0.27485 0.22125 0.3 -0.2 0.2
O 3.43576 -0.35872 -0.90598 -0.2 0.7 -0.2
B 2.03688 -0.32810 -0.97462 0.2 -0.1 0.0
O 1.54085 0.15268 -2.17120 0.0 0.1 0.0
Al 0.66703 -1.03576 0.51125 0.0 -0.4 -0.1
Br 1.59669 -3.11796 1.28319 -0.1 0.1 0.0
I 0.54361 0.49285 2.61144 0.0 0.1 0.0
C -1.15201 -1.49888 -0.22153 -0.1 0.3 0.3
C -2.34517 -0.64150 0.08850 -0.2 -0.1 0.0
C -3.47982 -1.22992 0.65972 -0.1 0.1 0.1
C -4.62471 -0.50183 0.96046 0.1 0.2 0.0
C -4.66407 0.86215 0.69168 0.1 -0.2 0.0
C -3.55088 1.46000 0.11569 0.1 -0.1 0.0
C -2.39876 0.73592 -0.19124 -0.1 0.0 0.0
C -1.24642 1.43195 -0.86283 -0.3 0.2 0.0
H 5.76518 -0.68724 -0.57897 0.0 -0.1 0.1
H 6.08408 0.95508 -0.05381 0.1 0.0 0.1
H 5.90235 -0.34975 1.15190 0.1 0.1 0.0
H 3.58706 -0.11237 1.14384 0.0 0.0 0.0
H 3.82722 1.35081 0.18501 -0.1 -0.1 0.1
H 2.24197 0.60353 -2.66165 0.1 -0.2 -0.1
H -1.36053 -2.50309 0.15737 0.1 -0.1 -0.2
H -1.03105 -1.56551 -1.31061 0.1 0.0 0.0
H -3.46027 -2.29492 0.86835 0.0 0.0 0.0
H -5.49234 -0.98487 1.39655 0.1 -0.1 0.0
H -5.55420 1.43984 0.91478 0.1 0.0 0.0
H -3.56909 2.52073 -0.11202 0.0 0.0 0.0
H -1.10480 1.06251 -1.88038 0.2 -0.1 0.1
H -1.45384 2.50325 -0.92804 0.0 0.0 0.0
H -0.31338 1.32162 -0.30979 0.0 -0.1 -0.1
```
Positions in Å, forces in eV/Å.

## Properties
ΔE to the lowest compared entry with this formula, charge and spin: 0.0 kJ/mol
total energy: -100133.2064 eV
charge: -1
gap between HOMO and LUMO: 0.2854 Ha